1.
{"formula": "C4H11N2S", "method": "the ωB97M-V functional and the def2-TZVPD basis", "homo_lumo_gap_ev": 6.831, "total_energy_ha": -666.688357, "homo_ha": -0.100, "smiles": "NCNCCC[S-]", "e_lumo_ev": 4.1, "de_lowest_kcal_mol": 36.5, "total_charge": -1, "elements": ["N", "C", "N", "C", "C", "C", "S", "H", "H", "H", "H", "H", "H", "H", "H", "H", "H", "H"], "coordinates": [[0.0150, 1.0588, 1.7266], [1.1115, 1.3013, 0.7842], [1.7120, 0.0643, 0.1970], [0.9257, -0.5804, -0.8806], [-0.3544, -1.3596, -0.5198], [-1.6565, -0.6045, -0.8628], [-2.8287, 0.0212, 0.4717], [-1.0249, 0.7898, 1.2508], [-0.1952, 2.0496, 2.1220], [0.6636, 1.9491, 0.0987], [1.9610, 1.8939, 1.2006], [1.8121, -0.5060, 1.0310], [0.5927, 0.1307, -1.6629], [1.6226, -1.2817, -1.3761], [-0.3558, -1.6986, 0.5183], [-0.3362, -2.2678, -1.1444], [-1.4141, 0.3073, -1.4877], [-2.2505, -1.2674, -1.4665]]}

2.
{"formula": "C15H23N2PdS", "method": "the ωB97M-V functional and the def2-TZVPD basis", "homo_lumo_gap_ev": [6.951, 6.914], "total_energy_ha": -1220.562913, "homo_ha": [-0.342, -0.428], "e_lumo_ev": [-2.4, -4.7], "de_lowest_kcal_mol": 0.7, "total_charge": 1, "multiplicity": 5, "elements": ["C", "C", "C", "C", "H", "H", "H", "H", "H", "H", "H", "H", "H", "C", "C", "C", "H", "C", "C", "H", "H", "H", "H", "C", "C", "C", "H", "C", "C", "H", "H", "H", "H", "Pd", "N", "C", "N", "S", "H", "H", "H", "H"], "coordinates": [[-0.4258, 0.7517, -3.6501], [0.1532, 2.0984, -3.5494], [0.4037, -0.3559, -4.1354], [-1.8846, 0.5979, -3.5837], [0.4593, -0.3750, -5.2382], [0.0004, -1.3305, -3.8273], [1.4379, -0.2683, -3.7745], [0.1787, 2.6044, -4.5312], [1.1863, 2.0706, -3.1771], [-0.4453, 2.7332, -2.8818], [-2.3536, 0.7224, -4.5757], [-2.3270, 1.3578, -2.9257], [-2.1761, -0.3958, -3.2198], [2.2142, -0.1073, 1.7429], [2.2005, -0.8859, 0.5522], [1.8990, -0.0147, -0.5500], [2.3799, -1.9610, 0.4659], [1.7159, 1.3017, -0.0317], [1.8345, 1.2327, 1.4004], [1.6950, 2.0777, 2.0754], [2.4517, -0.4832, 2.7404], [1.8934, -0.2952, -1.6069], [1.5788, 2.2151, -0.6238], [-2.2748, -1.1214, 1.1488], [-1.2948, -2.0682, 1.5347], [-0.3913, -2.2636, 0.4440], [-1.3063, -2.6096, 2.4691], [-0.8400, -1.4172, -0.6433], [-2.0451, -0.7514, -0.2094], [-2.7183, -0.2023, -0.8625], [-3.1079, -0.8138, 1.7658], [0.4506, -2.9415, 0.3718], [-0.3921, -1.3697, -1.6229], [0.0334, -0.0138, 0.8474], [0.1110, -0.8636, 4.4522], [-0.1615, 0.4358, 4.3031], [0.1632, 1.2371, 5.3415], [-0.9078, 1.1362, 2.9252], [0.3509, -1.2151, 5.3762], [-0.1050, -1.5566, 3.7338], [-0.0595, 2.2246, 5.2725], [0.4255, 0.8833, 6.2572]]}

3.
{"formula": "C5H11N2O", "method": "the ωB97M-V functional and the def2-TZVPD basis", "homo_lumo_gap_ev": 5.111, "total_energy_ha": -381.351161, "homo_ha": -0.478, "e_lumo_ev": -7.9, "de_lowest_kcal_mol": 196.3, "total_charge": 1, "elements": ["O", "C", "C", "C", "C", "N", "C", "N", "H", "H", "H", "H", "H", "H", "H", "H", "H", "H", "H"], "coordinates": [[-3.2486, 1.6597, 0.0751], [-3.2468, 0.6115, -0.4968], [-2.1821, -0.4304, -0.4361], [-0.8239, -0.1549, -0.1144], [-0.5232, 0.7910, 1.0378], [1.8249, -0.2041, -1.2953], [2.6022, -0.5849, -0.3779], [2.8611, 0.0330, 0.9279], [-3.9841, 0.3414, -1.2824], [-0.7707, 0.4477, 2.0452], [-2.4411, -1.4865, -0.3688], [-0.3196, 0.2046, -1.0656], [-0.3313, -1.1196, 0.0197], [0.5447, 0.9904, 1.1302], [-1.0328, 1.7492, 0.9513], [2.2928, -0.2511, -2.1917], [3.1340, -1.5270, -0.5722], [1.9661, -0.5745, 0.7885], [3.6785, -0.4955, 1.2256]]}